# 1
Density functional theory data (ωB97M-V/def2-TZVPD) for one molecule with the formula C5H14N2O in a non-equilibrium geometry.

```
! wB97M-V def2-TZVPD RIJCOSX def2/J DEFGRID3
* xyz 0 1
O 0.3275 0.6558 -2.9950
N -1.5850 -2.2287 -0.4756
N 0.4399 -0.2301 0.5799
C -0.8631 -1.2106 -1.3051
C -0.2191 0.0398 -0.6739
C 0.8418 0.6454 -1.6927
C 0.1640 0.8323 1.5925
C 1.2641 0.7453 2.6686
H -1.0614 0.7397 -0.5961
H 1.3879 1.6587 3.2661
H 1.0909 1.5859 -1.1892
H -2.5594 -1.9219 -0.4821
H -0.3720 1.3133 -3.1017
H 0.2036 1.8242 1.0129
H 2.1993 0.4555 2.1615
H -0.2370 -1.8326 -1.9313
H 0.9513 -0.0148 3.3745
H -0.8461 0.9304 1.9865
H -1.6526 -0.8206 -1.9690
H -1.3995 -2.1784 0.5286
H 0.1288 -1.0668 1.0839
H 1.7962 0.0782 -1.8435
*
```

## Properties
- SMILES: CCN[C@H](CN)CO
- Gap between HOMO and LUMO: 0.36181 Ha
- Maximum force: 3.12 eV/Å
- ΔE to the lowest compared entry with this formula, charge and spin: 63.1 kcal/mol
- Electronic energy: -383.6001 Ha
- E_HOMO: -9.03 eV

natural (NBO) population analysis, charges in e, atoms 1 to 2: atom 1 (O): -0.716, atom 2 (N): -0.823

***

# 2
Density functional theory data (ωB97M-V/def2-TZVPD) for a 2-piece molecular cluster, C5H14N2O overall in a non-equilibrium geometry.

```
! wB97M-V def2-TZVPD RIJCOSX def2/J DEFGRID3
* xyz 0 1
O 4.3979 -1.9687 -3.4836
N -1.6639 -0.4427 1.3760
N 1.7396 -0.4925 0.6194
C -1.5455 0.8920 0.7763
C -0.2626 1.0174 -0.0423
C 1.0364 0.7764 0.7476
C -2.7506 1.1295 -0.0814
C 1.1044 -1.5217 0.3003
H -2.6310 -0.6709 1.5370
H -0.2460 2.0165 -0.4639
H 4.3337 -2.8837 -3.1556
H -0.2945 0.3480 -0.9138
H -1.4117 1.6304 1.5841
H 0.8121 0.9052 1.8169
H -1.1011 -0.5385 2.2033
H 1.7218 1.5730 0.5133
H 0.0410 -1.5535 0.0576
H -2.6529 2.0730 -0.6342
H -2.7944 0.3405 -0.8272
H 4.1594 -1.4245 -2.7232
H 1.6486 -2.4649 0.2594
H -3.6410 1.2598 0.5343
*
```

## Properties
- SMILES: C=NCC[C@@H](C)N.O
- Gap between HOMO and LUMO: 0.37097 Ha
- Maximum force: 1.18 eV/Å
- ΔE to the lowest compared entry with this formula, charge and spin: 51.6 kcal/mol
- Electronic energy: -383.6185 Ha
- E_HOMO: -9.19 eV

natural (NBO) population analysis, charges in e, atoms 1 to 2: atom 1 (O): -0.939, atom 2 (N): -0.863

***

# 3
Density functional theory data (ωB97M-V/def2-TZVPD) for C5H14N2O as an isolated structure in a non-equilibrium geometry.

```
! wB97M-V def2-TZVPD RIJCOSX def2/J DEFGRID3
* xyz 0 1
O 3.4556 0.0679 0.9465
N -0.8050 -0.1235 0.5373
N 1.9339 -0.9612 -1.1466
C 2.0658 0.4775 0.8859
C 1.6558 0.3974 -0.5668
C -3.2629 -0.6755 0.5946
C -2.1274 0.0396 -0.1100
C 0.1347 0.7163 -0.7394
H -0.2643 0.8928 0.4310
H 2.0397 1.4649 1.3511
H 2.2128 1.0002 -1.2797
H -2.3858 1.1218 -0.1756
H 1.3971 -1.6642 -0.5471
H 3.6995 -0.3446 1.7760
H -2.8233 -1.6653 0.8925
H -2.1302 -0.3305 -1.1594
H 1.4109 -0.9423 -2.0337
H -0.3088 0.2778 -1.6357
H 1.5364 -0.2886 1.4767
H 0.0004 1.7969 -0.9571
H -3.4419 -0.1493 1.5358
H -3.9930 -1.1080 -0.0763
*
```

## Properties
- Gap between HOMO and LUMO: 0.36602 Ha
- Maximum force: 3.85 eV/Å
- ΔE to the lowest compared entry with this formula, charge and spin: 142.6 kcal/mol
- Electronic energy: -383.4735 Ha
- E_HOMO: -9.08 eV

natural (NBO) population analysis, charges in e, atoms 1 to 2: atom 1 (O): -0.733, atom 2 (N): -0.580

***

# 4
Density functional theory data (ωB97M-V/def2-TZVPD) for a 2-piece molecular cluster, C5H14N2O overall in a non-equilibrium geometry.

```
! wB97M-V def2-TZVPD RIJCOSX def2/J DEFGRID3
* xyz 1 2
O -0.1279 -3.4777 -2.0401
N 0.2183 2.4056 -0.4144
N 0.9544 -0.2850 2.2407
C -0.2878 2.9812 -1.4212
C -0.2320 0.0096 1.3953
C 0.1276 0.0071 -0.0867
C 1.0956 1.1392 -0.7062
C -1.3602 -0.9788 1.5255
H 0.6940 -3.3521 -2.4802
H -1.1337 -1.9785 1.1235
H 1.2873 0.9758 -1.8131
H 1.5204 0.5063 2.4869
H -0.7404 -2.8286 -2.5593
H -0.5137 0.9910 1.6751
H -1.4756 -1.0959 2.6084
H -0.8040 3.8779 -1.1237
H 0.4301 -1.0330 -0.5295
H 1.9852 1.2482 -0.0765
H -0.8235 0.0667 -0.5519
H -0.2182 2.5437 -2.4393
H -2.1825 -0.6065 0.9098
H 1.5865 -1.1160 2.2770
*
```

## Properties
- Gap between HOMO and LUMO (alpha / beta): 0.37286 / 0.18957 Ha
- Maximum force: 4.68 eV/Å
- ΔE to the lowest compared entry with this formula, charge and spin: 68.0 kcal/mol
- Electronic energy: -383.2673 Ha
- E_HOMO (alpha / beta): -13.39 / -13.39 eV

natural (NBO) population analysis, charges in e, atoms 1 to 2: atom 1 (O): -0.934, atom 2 (N): -0.428

***

# 5
Density functional theory data (ωB97M-V/def2-TZVPD) for a 2-piece molecular cluster, C5H14N2O2 overall.

```
! wB97M-V def2-TZVPD RIJCOSX def2/J DEFGRID3
* xyz 0 1
O 2.1076 2.5401 0.4327
O 0.6197 -2.3368 -1.1606
N 1.3943 0.3278 -1.2832
N 0.2950 -2.2577 1.0677
C -0.7748 0.5107 -0.1372
C 0.6271 -0.1573 -0.1374
C 0.5223 -1.6813 -0.1412
C -1.2720 0.7498 1.2827
C -1.8100 -0.2651 -0.9507
H 0.1609 -3.2534 1.1117
H 1.1502 0.1566 0.7678
H -0.5795 1.3766 1.8475
H -1.4015 -0.1866 1.8363
H -2.0954 -1.1781 -0.4290
H 2.9291 2.9221 0.1210
H -2.7036 0.3393 -1.0978
H 1.7934 1.9582 -0.2803
H 0.2046 -1.7174 1.9088
H 2.2510 -0.2077 -1.3663
H -1.4385 -0.5501 -1.9363
H 0.8725 0.1632 -2.1363
H -0.6187 1.4827 -0.6039
H -2.2338 1.2644 1.2840
*
```

## Properties
- SMILES: CC(C)[C@H](N)C(N)=O.O
- Gap between HOMO and LUMO: 0.39158 Ha
- Maximum force: 0.37 eV/Å
- ΔE to the lowest compared entry with this formula, charge and spin: 0.0 kcal/mol
- Electronic energy: -458.9376 Ha
- E_HOMO: -9.78 eV

natural (NBO) population analysis, charges in e, atoms 1 to 2: atom 1 (O): -0.980, atom 2 (O): -0.625

***

# 6
Density functional theory data (ωB97M-V/def2-TZVPD) for a 3-piece molecular cluster, C5H14N2O2 overall.

```
! wB97M-V def2-TZVPD RIJCOSX def2/J DEFGRID3
* xyz 0 1
O -0.8114 2.2314 -1.9828
O 0.9335 -0.9280 -1.5364
N 0.4800 -2.1732 0.4036
N -0.4806 -0.7487 -1.7086
C -0.2689 2.5709 -0.9730
C 1.2600 -1.6838 -0.4407
C -0.8294 0.8416 2.1005
C 2.7395 -1.8866 -0.3722
C -1.9930 0.7050 1.1284
H 2.9748 -2.4590 0.5178
H -2.5453 1.6389 1.0485
H 0.5838 2.0188 -0.5447
H -0.7757 -1.4410 -2.3974
H -0.5751 0.1753 -2.1307
H -2.6789 -0.0651 1.4711
H -0.1668 1.6552 1.8098
H 3.2440 -0.9238 -0.3436
H -0.2515 -0.0824 2.1262
H -1.1953 1.0472 3.1047
H -0.5013 -1.9583 0.2410
H -0.5794 3.4607 -0.4040
H -1.6394 0.4256 0.1403
H 3.0764 -2.4207 -1.2576
*
```

## Properties
- SMILES: [H]/N=C(/C)ON.C=O.CC
- Gap between HOMO and LUMO: 0.38376 Ha
- Maximum force: 0.82 eV/Å
- ΔE to the lowest compared entry with this formula, charge and spin: 81.0 kcal/mol
- Electronic energy: -458.8086 Ha
- E_HOMO: -9.89 eV

natural (NBO) population analysis, charges in e, atoms 1 to 2: atom 1 (O): -0.521, atom 2 (O): -0.404

***

# 7
Density functional theory data (ωB97M-V/def2-TZVPD) for a 2-piece molecular cluster, C5H14N2O2 overall in a non-equilibrium geometry.

```
! wB97M-V def2-TZVPD RIJCOSX def2/J DEFGRID3
* xyz 0 1
O -0.5016 1.7043 -0.0037
O 0.7383 -0.1141 -0.3373
N 1.8604 1.8778 0.1986
N 0.5149 0.8103 1.8760
C -1.5220 -0.1874 -0.5517
C 1.6969 -1.0617 0.0961
C 0.5953 1.1731 0.4644
C -1.3093 -0.4900 -1.9848
C -1.6718 -1.2748 0.4451
H 1.8993 2.0577 -0.8004
H 2.6699 -0.5723 0.2058
H -0.6716 -1.3589 -2.1366
H -0.8855 0.3754 -2.4897
H -2.2951 -0.6998 -2.4237
H 1.4199 0.8213 2.3293
H 1.7936 2.7845 0.6510
H -2.1556 0.6658 -0.3656
H -2.7293 -1.5719 0.4538
H 1.7716 -1.8309 -0.6759
H -0.1214 1.4503 2.3310
H -1.0500 -2.1418 0.2292
H 1.3981 -1.5183 1.0451
H -1.4448 -0.8983 1.4439
*
```

## Properties
- Gap between HOMO and LUMO: 0.32232 Ha
- Maximum force: 1.30 eV/Å
- ΔE to the lowest compared entry with this formula, charge and spin: 88.5 kcal/mol
- Electronic energy: -458.7966 Ha
- E_HOMO: -8.61 eV

natural (NBO) population analysis, charges in e, atoms 1 to 2: atom 1 (O): -0.748, atom 2 (O): -0.597

***

# 8
Density functional theory data (ωB97M-V/def2-TZVPD) for a 2-piece molecular cluster, C5H14N2O2 overall in a non-equilibrium geometry.

```
! wB97M-V def2-TZVPD RIJCOSX def2/J DEFGRID3
* xyz 0 1
O -0.4987 -0.0296 1.5646
O 1.0205 1.3160 0.4778
N -1.3860 2.1901 -0.1190
N 1.0251 -0.3629 -1.7226
C -0.8816 -1.5631 -0.7621
C 0.7055 0.0269 0.8254
C 1.8694 -0.5484 1.6351
C 0.5000 -0.9678 -0.5190
C -2.0027 1.5073 -0.9829
H 0.3994 0.3466 -2.0823
H -0.8209 -2.2400 -1.6042
H -1.8762 2.3236 0.7609
H -2.9944 1.0714 -0.8503
H 1.6216 -1.5449 1.9899
H 1.1565 -1.8082 -0.2779
H -1.2188 -2.1176 0.1138
H -0.3726 0.5112 2.3549
H -1.6392 -0.8054 -0.9903
H 2.7547 -0.5939 1.0138
H 2.0740 0.0961 2.4830
H 0.1298 1.8113 0.1440
H -1.4835 1.2988 -1.9123
H 1.9182 0.0823 -1.5402
*
```

## Properties
- SMILES: C[C@@H](N)C(C)(O)O.C=N
- Gap between HOMO and LUMO: 0.34482 Ha
- Maximum force: 2.51 eV/Å
- ΔE to the lowest compared entry with this formula, charge and spin: 49.1 kcal/mol
- Electronic energy: -458.8593 Ha
- E_HOMO: -8.67 eV

natural (NBO) population analysis, charges in e, atoms 1 to 2: atom 1 (O): -0.751, atom 2 (O): -0.782